Computed, not measured: a structure of composition C9H14BINiO2, with the ωB97M-V functional and the def2-TZVPD basis.

Geometry as XYZ:
```
28
Properties=species:S:1:pos:R:3:forces:R:3
H -0.207 0.621 -2.504 -0.08 -0.07 -0.10
H 0.350 -0.451 1.575 0.20 0.00 -0.04
H -1.485 -0.305 -1.747 -0.02 -0.07 0.14
H 2.007 0.858 -1.792 0.03 0.07 0.01
H -1.487 -2.050 1.811 -0.02 0.11 0.10
C 1.944 0.161 -0.955 -0.08 -0.23 0.44
H 4.412 1.662 1.365 0.34 1.08 -0.33
H -2.606 -1.937 -0.907 0.04 -0.01 -0.12
C -1.410 -1.530 0.855 -0.03 -0.55 0.20
H -0.805 2.601 -1.492 0.20 -0.01 0.13
I 1.302 -2.760 0.797 0.08 0.08 0.01
O -0.179 2.158 0.986 0.33 -0.43 0.05
C -0.686 0.404 -1.548 0.06 0.15 -0.03
C 0.027 -1.038 0.705 -0.56 -0.10 -0.17
Ni 4.936 0.687 2.852 -0.28 -0.23 -0.23
H -2.514 -3.273 0.181 0.17 -0.19 0.00
H -1.130 -2.879 -0.876 0.01 -0.14 0.07
C -1.924 -2.469 -0.247 -0.31 0.48 -0.09
C 2.829 0.654 0.093 0.46 0.36 -0.02
C 3.651 1.176 0.807 -0.41 -1.11 0.48
C -1.323 1.748 -1.060 -0.27 0.00 -0.26
B 0.418 -0.145 -0.600 0.35 0.21 -0.03
H -0.328 2.157 1.945 0.02 0.27 0.04
H -2.352 1.794 -1.403 -0.02 -0.02 -0.09
H 2.377 -0.785 -1.314 0.02 0.04 -0.18
O -2.365 1.729 1.092 -0.37 -0.21 0.42
C -1.387 1.875 0.430 0.01 0.35 -0.36
H -2.065 -0.663 0.954 0.13 0.16 -0.06
```
Positions in Å, forces in eV/Å.

Output
* orbital gap (alpha / beta): 7.3 / 4.7 eV
* charge: +2
* highest occupied orbital energy (alpha / beta): -0.5973 / -0.5971 hartree
* 2S+1: 3

Atomic partial charges in e from the Löwdin method, atoms 1 to 6:
1 H 0.1237
2 H 0.0960
3 H 0.1050
4 H 0.1399
5 H 0.1103
6 C -0.1140

***

Computed, not measured: a cluster of 2 separate species, C9H14BrN2O in total, with the ωB97M-V functional and the def2-TZVPD basis.

Geometry as XYZ:
```
27
Properties=species:S:1:pos:R:3:forces:R:3
Br 0.952 1.939 -1.673 0.19 0.09 0.27
O -1.038 -0.744 0.352 1.23 -0.30 -0.59
H 2.054 -1.935 -0.369 -0.66 0.61 0.55
H -1.007 1.879 0.797 -2.49 -1.50 0.63
H -0.766 3.714 2.553 1.15 0.05 0.87
C -0.226 2.532 0.930 2.42 2.29 -1.97
N 2.056 1.540 0.902 0.97 0.28 -0.29
H 0.859 -0.438 1.305 -1.55 -0.52 -1.15
H -0.022 -2.824 -1.039 -1.47 -1.74 2.29
C 1.192 2.657 2.945 2.11 1.73 -0.61
H 1.727 3.139 3.811 -1.54 -0.61 -0.41
H -2.283 0.025 -1.146 0.78 -1.29 0.30
C 2.198 1.921 2.151 -2.73 -0.60 -0.46
H 2.940 1.421 2.667 1.96 -0.38 0.97
H -0.545 3.429 0.291 0.55 -1.06 0.61
H -1.316 -2.106 -2.692 -0.73 -0.19 -0.26
N 0.349 -2.086 -1.536 -0.18 1.58 -2.65
C 1.233 -1.256 -0.692 0.03 -0.42 -0.50
C 0.319 -0.593 0.317 2.24 1.45 2.14
C -0.840 -1.332 -2.120 -0.76 -0.60 1.38
H -0.691 -0.504 -2.815 1.13 -0.09 0.52
H 1.696 -0.535 -1.368 0.00 0.20 0.05
H 0.737 -2.654 -2.274 1.25 0.57 -0.74
C 0.108 3.094 2.285 -1.65 -1.08 -0.20
C -1.716 -0.937 -0.896 -0.96 1.59 -0.46
C 0.936 1.789 0.263 -1.03 0.28 0.16
H -2.443 -1.689 -0.626 -0.27 -0.31 -0.44
```
Positions in Å, forces in eV/Å.

Output
* ΔE to the lowest compared entry with this formula, charge and spin: 393.9 kJ/mol
* orbital gap (alpha / beta): 7.0 / 7.6 eV
* charge: +1
* highest occupied orbital energy (alpha / beta): -0.3825 / -0.4048 hartree

Atomic partial charges in e from the Löwdin method, atoms 1 to 6:
1 Br 0.7744
2 O -0.0686
3 H 0.1564
4 H 0.0690
5 H 0.1251
6 C -0.1962

***

These records have F_max values of 1.3 3.9 eV/A, in the order they appear.